Formula: C23H23FeNO3
Source: the Open Molecules 2025 dataset
Level of theory: ωB97M-V/def2-TZVPD

2S+1 ... 5
Calculated total energy ... -2434.16370 a.u.
HOMO level (spin up / spin down) ... 2.0 / -0.4 eV
LUMO (spin up / spin down) ... 0.1673 / 0.1671 Eh
Expectation value of S² ... 6.079
Kohn-Sham gap (spin up / spin down) ... 2.507 / 4.908 eV
Total charge ... -2

```
51
C23H23FeNO3 (ωB97M-V/def2-TZVPD)
C 0.100 -2.803 0.580
H 1.141 3.076 3.150
C 2.120 -0.148 3.602
H -1.384 -0.918 -5.248
C -1.789 1.982 -2.354
H 4.536 -0.902 0.975
H 3.609 3.425 0.984
C -0.044 0.455 -3.178
C -4.517 -2.874 -0.279
H -4.404 -3.448 -1.210
C -1.584 0.123 -5.530
C 0.749 0.800 -2.107
C 4.007 0.043 0.925
C 3.008 2.010 3.875
H -2.788 2.397 -2.476
H 3.651 2.829 4.185
H 0.905 3.195 0.341
Fe 2.822 1.029 2.170
C 4.537 1.360 1.239
C 2.382 1.646 0.296
C -1.125 -3.263 0.931
H 5.545 1.571 1.584
H -1.254 -4.107 1.594
C 2.685 0.213 0.384
O -2.172 -1.759 -0.519
C 1.120 0.807 3.152
C -2.254 -2.698 0.279
C -0.981 2.340 -1.310
C 1.145 2.229 -0.109
H 1.976 -1.221 3.684
H -6.631 -3.054 -0.414
H 2.035 -0.560 -0.011
H -1.315 3.076 -0.577
C 1.670 2.143 3.319
C -5.859 -3.129 0.355
C 3.531 2.342 0.904
O -3.453 -3.281 0.610
C -1.314 1.069 -3.335
H -2.368 0.162 -6.285
N 1.214 -2.498 0.357
H -5.920 -4.117 0.820
H -4.393 -1.810 -0.499
O -2.116 0.858 -4.407
H 0.311 -0.280 -3.905
H 0.106 0.572 2.842
H 4.167 0.175 4.522
C 3.284 0.595 4.050
H 1.737 0.352 -2.006
H -6.077 -2.361 1.105
H -0.669 0.593 -5.913
C 0.321 1.767 -1.146
```

---

Formula: C23H23MoN5O6S3
Source: the Open Molecules 2025 dataset
Level of theory: ωB97M-V/def2-TZVPD

Calculated total energy ... -2878.39345 a.u.
HOMO level (spin up / spin down) ... -8.0 / -8.0 eV
LUMO (spin up / spin down) ... -0.0214 / -0.0214 Eh
ΔE to the lowest compared entry with this formula, charge and spin ... 10.72 kJ/mol
Kohn-Sham gap (spin up / spin down) ... 7.423 / 7.423 eV

```
61
C23H23MoN5O6S3 (ωB97M-V/def2-TZVPD)
O -0.202 -1.806 1.238
C 0.888 4.501 4.048
H -0.764 -3.562 -2.935
C -1.515 4.601 3.782
S 1.040 -1.560 -2.909
C 0.227 2.158 -4.251
C -1.238 -3.671 -1.962
C 0.682 0.859 -4.299
C 4.507 -2.135 0.871
O 2.330 -0.005 -1.083
H -2.476 5.040 4.012
C 0.494 -2.598 2.023
H -3.375 -1.393 -3.248
H 0.293 2.785 -5.131
S -2.656 2.708 1.978
C -2.693 -0.481 -1.449
C -0.382 1.842 1.617
H 5.502 -1.863 0.549
N -1.724 -0.712 -0.365
H -1.872 -0.012 0.372
H 1.787 4.889 4.508
H -0.591 -3.474 -0.026
C -1.402 3.544 2.904
C 2.957 -3.214 2.340
C -2.594 -2.979 -1.989
O -3.573 2.025 2.838
H 1.123 0.438 -5.191
H -0.385 5.903 5.053
C -0.342 5.076 4.357
C -2.567 -1.540 -2.529
O -3.176 3.575 0.958
H -1.957 -1.596 0.075
N 2.174 -1.851 0.560
S 0.989 1.013 1.034
H -3.236 -3.594 -2.623
H -3.058 -3.021 -0.995
H -3.699 -0.497 -1.016
O 0.053 -3.244 2.940
C -0.310 2.674 -3.068
H 2.704 -3.813 3.203
C 3.512 -0.462 -0.794
H -1.632 -1.387 -3.068
C 4.266 -3.001 1.928
H -1.386 -4.739 -1.781
C 1.941 -2.605 1.634
N 0.056 0.589 -2.015
H 1.932 2.986 2.916
C 0.979 3.436 3.161
H -2.543 0.512 -1.867
Mo 0.527 -0.904 -0.474
H 5.089 -3.465 2.455
H -0.671 3.690 -3.009
C -0.190 2.962 2.590
C 3.429 -1.564 0.223
O 4.571 -0.044 -1.200
C 0.569 0.080 -3.148
N -0.285 -3.156 -0.942
H 0.603 -3.625 -1.107
H -0.751 2.204 -1.012
C -0.359 1.862 -1.961
N -1.617 1.621 1.275
```

---

Formula: C23H23N3O4
Source: the Open Molecules 2025 dataset
Level of theory: ωB97M-V/def2-TZVPD

Calculated total energy ... -1355.54604 a.u.
HOMO level ... -7.7 eV
LUMO ... 0.0203 Eh
Structure (SMILES) ... O=C(CCn1c2c(c3ccccc31)CCCC2)NNC(=O)c1ccccc1C(=O)O
ΔE to the lowest compared entry with this formula, charge and spin ... 107.56 kJ/mol
Kohn-Sham gap ... 8.246 eV

```
53
C23H23N3O4 (ωB97M-V/def2-TZVPD)
C 1.145 -2.432 0.182
H 1.807 -1.458 3.325
O 0.834 2.117 -1.820
H -2.701 -1.061 -0.656
O -0.784 0.699 -2.448
O 0.723 3.814 1.273
C 1.931 -3.830 -1.672
H 1.228 1.178 2.516
C 3.027 -0.481 1.796
H -0.718 -1.748 -2.441
H 2.780 -3.805 0.325
N 0.168 1.668 0.836
H 1.663 -1.978 -2.723
H -3.763 5.509 -0.137
C -0.237 -2.576 -1.917
H 3.878 -0.843 1.220
C -3.099 4.735 -0.492
H -1.778 4.871 1.196
C -2.046 -0.257 2.582
C -2.730 -0.347 1.368
C -0.015 -2.199 -0.492
H -4.230 4.359 -2.271
H 1.332 -4.706 -1.414
C -0.890 -1.520 0.405
H 1.457 1.370 -1.919
H -0.264 -0.699 3.681
H 3.395 0.122 2.625
H -0.905 -3.443 -1.973
C 2.344 -3.102 -0.390
N 1.057 -1.956 1.479
C -0.775 -0.775 2.731
C 2.186 -1.677 2.325
N 1.238 1.099 1.508
H -0.433 1.012 0.347
H 2.822 -4.173 -2.201
C -1.127 3.389 -0.186
H 3.103 -2.350 -0.630
C -1.373 2.767 -1.415
C -0.188 -1.389 1.632
C -0.431 1.741 -1.955
C -3.360 4.092 -1.691
H -3.718 0.084 1.290
H 0.945 -3.371 -3.540
O 2.243 0.294 -0.346
C 2.166 0.354 0.862
H 2.819 -2.566 2.392
C 1.108 -2.904 -2.567
H -2.679 2.612 -3.091
C -2.498 3.112 -2.152
C 0.030 3.018 0.684
H -2.521 0.230 3.421
C -1.990 4.383 0.257
C -2.171 -0.983 0.281
```

---

Formula: C23H23N4PdSTe
Source: the Open Molecules 2025 dataset
Level of theory: ωB97M-V/def2-TZVPD

Calculated total energy ... -1902.36718 a.u.
HOMO level (spin up / spin down) ... -17.4 / -17.3 eV
LUMO (spin up / spin down) ... -0.4509 / -0.4422 Eh
ΔE to the lowest compared entry with this formula, charge and spin ... 0.00 kJ/mol
Kohn-Sham gap (spin up / spin down) ... 5.094 / 5.305 eV
Total charge ... +3

```
53
C23H23N4PdSTe (ωB97M-V/def2-TZVPD)
H 1.755 -3.604 0.394
H 2.807 -0.054 4.044
C -0.109 -2.759 -0.111
C -3.400 3.257 0.608
N 0.274 0.146 1.858
C 1.951 0.531 -2.357
C 1.307 -2.611 0.409
H 3.817 0.081 -1.387
Te -0.356 3.080 0.020
H -3.563 2.226 0.327
C 2.848 0.523 -1.139
C -2.097 3.842 0.620
H 2.072 -1.822 -1.445
N -0.867 -1.670 -0.339
H -1.434 -0.014 4.729
H 3.028 1.542 -0.792
C 1.535 0.629 -4.706
H -1.286 0.250 -2.883
C -2.133 -1.837 -0.745
H 1.285 -2.329 1.465
C 2.257 -1.709 -0.377
H -2.708 -0.935 -0.912
H 1.895 0.718 -5.722
H 3.392 -0.716 1.621
C -2.708 -3.076 -0.946
N 2.181 -0.245 -0.057
H -1.746 0.127 2.261
H -5.436 3.927 1.006
N 0.622 0.414 -2.120
C -4.378 4.139 0.965
C -0.577 0.026 4.072
C 2.669 0.046 1.316
Pd 0.187 0.367 -0.147
C 1.788 0.006 3.684
C -0.243 0.377 -3.140
H 3.291 -2.017 -0.190
H -2.336 -5.192 -0.874
H 3.199 1.000 1.315
C 1.541 0.076 2.325
C -0.761 0.108 2.708
H 3.497 0.722 -3.820
H -3.737 -3.151 -1.267
C -1.930 -4.201 -0.724
H -0.545 0.447 -5.252
C -0.621 -4.035 -0.303
S -2.193 5.531 1.133
C 0.179 0.483 -4.451
H -4.426 6.276 1.605
H 0.897 -0.069 5.634
C -3.846 5.417 1.287
C 0.719 -0.011 4.568
C 2.432 0.641 -3.646
H 0.008 -4.897 -0.121
```